Formula: C19H31N3O
Source: the Open Molecules 2025 dataset
Level of theory: ωB97M-V/def2-TZVPD

Output
SMILES	C=C(C)c1cccc(C(C)(C)NC(=O)NCCN(CC)CC)c1
orbital gap	0.331	hartree
HOMO	-8.29	eV
total charge	0

XYZ file:
```
54
Properties=species:S:1:pos:R:3:forces:R:3
C 2.134 -2.242 -3.104 0.012 -0.013 -0.004
C 1.763 -3.397 -2.562 0.220 0.010 -0.207
C 2.413 -4.695 -2.948 -0.002 0.084 -0.046
C 0.679 -3.460 -1.568 -0.218 0.032 0.265
C -0.218 -4.523 -1.534 0.108 0.045 -0.053
C -1.237 -4.539 -0.600 -0.096 -0.080 0.035
C -1.379 -3.505 0.306 0.016 0.027 -0.008
C -0.493 -2.433 0.296 0.012 -0.008 -0.065
C -0.635 -1.311 1.317 -0.234 0.066 0.057
C -0.223 -1.844 2.695 -0.020 0.182 -0.171
C -2.075 -0.785 1.368 0.047 -0.091 -0.096
N 0.247 -0.186 1.021 0.131 -0.184 0.306
C 0.174 0.559 -0.128 0.469 0.133 0.245
O -0.747 0.516 -0.914 -0.331 -0.081 -0.266
N 1.290 1.343 -0.328 0.275 0.032 0.025
C 1.195 2.503 -1.184 0.058 0.264 -0.041
C 0.963 3.782 -0.364 -0.068 -0.287 -0.181
N -0.249 3.659 0.417 0.092 0.098 -0.049
C -1.456 4.046 -0.292 -0.228 -0.149 0.071
C -2.615 3.119 0.054 0.145 0.194 -0.152
C -0.160 4.180 1.766 0.137 -0.174 0.159
C 0.541 3.191 2.696 -0.189 0.281 -0.078
C 0.536 -2.438 -0.632 -0.053 -0.071 -0.022
H 1.643 -1.315 -2.864 -0.165 0.176 0.083
H 2.927 -2.189 -3.832 0.191 -0.064 -0.102
H 1.758 -5.266 -3.607 -0.019 -0.126 -0.021
H 3.346 -4.512 -3.476 0.040 -0.025 -0.054
H 2.614 -5.301 -2.066 0.029 -0.086 0.021
H -0.136 -5.329 -2.247 0.032 -0.087 -0.066
H -1.933 -5.366 -0.581 -0.055 -0.053 -0.005
H -2.185 -3.542 1.023 -0.096 0.010 0.088
H -0.870 -2.666 2.988 -0.041 -0.080 0.004
H -0.299 -1.057 3.442 -0.026 0.091 0.094
H 0.802 -2.212 2.670 0.108 -0.060 0.012
H -2.753 -1.540 1.753 -0.085 -0.110 0.072
H -2.389 -0.493 0.371 -0.085 0.016 0.010
H -2.117 0.087 2.016 -0.003 0.069 0.100
H 1.139 -0.212 1.491 -0.026 0.039 -0.076
H 1.898 1.469 0.469 -0.097 -0.066 -0.004
H 2.114 2.598 -1.772 -0.133 0.020 -0.054
H 0.353 2.320 -1.854 0.132 0.068 -0.042
H 1.812 3.918 0.312 0.012 0.049 -0.016
H 0.940 4.649 -1.044 0.051 -0.002 0.090
H -1.263 3.966 -1.363 0.011 0.068 -0.012
H -1.725 5.096 -0.078 0.075 -0.048 -0.107
H -2.838 3.149 1.118 -0.067 0.012 0.144
H -2.349 2.103 -0.219 -0.015 -0.097 -0.003
H -3.506 3.414 -0.495 -0.182 0.026 -0.008
H -1.176 4.334 2.133 0.017 0.064 -0.012
H 0.358 5.155 1.800 -0.132 -0.024 -0.013
H 1.595 3.092 2.446 0.149 -0.041 -0.001
H 0.468 3.529 3.727 0.083 0.012 0.148
H 0.068 2.216 2.606 -0.039 -0.122 0.014
H 1.258 -1.636 -0.644 0.054 0.060 -0.009
```
Positions in Å, forces in eV/Å.